1.
67
Properties=species:S:1:pos:R:3:mulliken_charge:R:1 method="wB97M-V/def2-TZVPD" multiplicity=1 homo_ha=-0.2275 energy_ha=-7324.06988 homo_lumo_gap_ev=8.548 e_above_lowest_kcal_mol=29.9 charge=-1
Al 0.65987 -0.14210 -0.91878 -0.249
C -4.50214 3.01592 2.40596 -0.958
N -3.25532 2.32208 2.59086 0.264
C -2.36510 2.92444 3.56818 -1.150
P -2.64557 1.08392 1.64136 0.338
O -1.70490 0.30889 2.43284 -0.843
O -2.09759 2.03927 0.37542 1.799
P -1.14352 2.51112 -0.79399 -1.807
O -0.03470 1.62599 -1.27623 -0.153
N -0.45805 3.90151 -0.20672 0.503
C -0.98871 5.22810 -0.42695 -1.028
C 0.31002 3.75760 1.02905 -0.757
N -2.07085 2.97935 -2.07463 0.760
C -3.37904 3.57108 -1.86218 -1.198
C -1.88647 2.38468 -3.39506 -0.942
N -3.99840 0.32876 1.05286 0.262
C -4.01954 -1.13286 1.14618 -0.993
C -4.69372 0.83259 -0.12879 -0.801
H -4.93351 3.23464 3.38837 0.373
H -5.20486 2.38575 1.86572 0.259
H -4.38469 3.97315 1.87541 0.191
H -2.85964 2.96086 4.54527 0.341
H -2.08386 3.95027 3.29401 0.317
H -1.46526 2.31993 3.65463 0.314
H -1.49238 5.26748 -1.39000 0.314
H -0.15714 5.93717 -0.44604 0.367
H -1.68810 5.53961 0.36171 0.232
H 0.53048 2.70986 1.21511 -0.002
H -0.24067 4.15472 1.88949 0.129
H 1.25811 4.29050 0.93949 0.404
H -3.47820 3.89830 -0.82723 0.326
H -4.17684 2.85751 -2.08755 0.337
H -3.50493 4.43923 -2.51785 0.361
H -0.96561 1.80909 -3.41071 0.153
H -1.83044 3.18307 -4.14290 0.288
H -2.70461 1.70550 -3.63449 0.277
H -3.39733 -1.44558 1.98102 0.402
H -3.65017 -1.61218 0.23822 0.205
H -5.05038 -1.45609 1.31644 0.360
H -4.63381 1.91797 -0.15968 0.088
H -5.74547 0.53881 -0.05867 0.450
H -4.26797 0.42401 -1.04828 0.267
N 1.58710 -1.96013 -0.79961 -0.201
C 2.41487 -2.52856 -1.87473 -0.759
C 3.58381 -1.60430 -2.20202 -0.557
C 3.12036 -0.29424 -2.82746 -0.664
N 2.35578 0.53400 -1.88509 0.077
H 2.20965 -1.76071 0.00733 0.331
H 0.90519 -2.64975 -0.49488 0.407
H 1.79149 -2.65308 -2.76263 0.316
H 2.79915 -3.50631 -1.56942 0.464
H 4.24744 -2.10982 -2.90738 0.420
H 4.14498 -1.39781 -1.28702 0.306
H 2.46422 -0.51913 -3.67072 0.328
H 3.99470 0.25882 -3.18547 0.462
H 2.03007 1.36304 -2.37220 0.160
H 2.94189 0.90646 -1.11419 0.459
O 3.35606 -0.83566 1.09398 -0.843
Se 2.53663 0.53731 1.35859 1.171
O 3.17765 1.73905 0.48369 -0.860
O 0.99114 0.25694 0.74869 -0.261
O 2.44931 0.93121 2.90084 -0.770
O 0.14114 -0.55967 -2.81039 -0.458
Se -1.29631 -1.14197 -2.28010 1.298
O -1.40134 -2.71438 -2.53291 -0.802
O -1.06659 -0.80339 -0.66115 -0.102
O -2.55286 -0.35699 -2.88492 -0.717



2.
11
Properties=species:S:1:pos:R:3:mulliken_charge:R:1 method="wB97M-V/def2-TZVPD" multiplicity=1 homo_ha=-0.3830 energy_ha=-322.50268 homo_lumo_gap_ev=11.294 e_above_lowest_kcal_mol=45.0
O -0.09842 -1.48845 -1.06008 -0.533
C -0.56319 -0.29785 -0.49439 0.154
C -0.70425 -0.33546 1.02748 -0.343
O 0.18799 0.80863 1.16331 -0.375
C 0.45013 0.79119 -0.18484 0.305
N 1.30724 1.38967 -0.87681 -0.625
H 0.86795 -1.49996 -1.04597 0.341
H -1.44408 0.03550 -1.04830 0.288
H -1.66597 -0.13955 1.51039 0.277
H -0.22582 -1.27115 1.31932 0.233
H 1.88840 2.00742 -0.31012 0.278



It is found that the F_max values, taken in the order of the records, are 2.38, 0.69 eV/A.